[1]
A cluster of 2 separate species, C3H10NS in total at a distorted geometry, computed with wB97M-V/def2-TZVPD.

Structure (XYZ):
```
15
C3H10NS, DFT wB97M-V/def2-TZVPD
C 2.726 -0.565 0.626
S 2.385 -2.316 0.269
H 2.182 -0.406 1.557
H 2.277 0.167 -0.080
H 3.771 -0.252 0.602
C -2.178 1.252 -0.255
N -0.810 0.766 -0.017
C -0.632 -0.691 -0.222
H -2.724 0.543 -0.911
H -2.200 2.197 -0.789
H -2.758 1.246 0.666
H -0.297 1.227 -0.750
H -1.601 -1.165 -0.040
H -0.199 -0.941 -1.189
H 0.058 -1.063 0.532
```

The largest force on an atom comes out at 1.68 eV/Å. Its LUMO energy is 3.58 eV. For the highest occupied orbital energy, the calculation gives -2.0 eV. For the gap between HOMO and LUMO, the calculation gives 5.62 eV. Its net charge is -1. As for the relative energy (zero: lowest compared OMol25 entry of this formula, charge and spin): 38.47 kcal per mole.

[2]
An isolated molecule of C7H12BNO4 at a distorted geometry, computed with wB97M-V/def2-TZVPD.

Structure (XYZ):
```
25
C7H12BNO4, DFT wB97M-V/def2-TZVPD
C 2.184 -0.867 1.646
O 1.728 -1.495 0.460
C 0.523 -1.301 -0.079
C -0.357 -2.352 -0.196
C -1.580 -2.173 -0.942
C -2.049 -0.941 -1.146
C -1.238 0.251 -0.746
O -1.814 0.762 0.560
C -1.283 1.896 1.125
N 0.143 0.072 -0.577
B 1.178 1.020 -1.050
O 2.505 0.737 -1.099
O 0.868 2.267 -1.477
H 3.210 -1.067 1.672
H 1.783 -1.406 2.544
H 1.743 0.192 1.869
H -0.053 -3.213 0.255
H -2.118 -3.102 -1.190
H -3.094 -0.854 -1.385
H -1.562 1.107 -1.376
H -0.258 1.823 1.535
H -1.926 2.022 2.007
H -1.295 2.637 0.195
H 2.883 1.567 -1.315
H -0.120 2.418 -1.289
```

The largest force on an atom comes out at 4.33 eV/Å. Its LUMO energy is 0.56 eV. For the highest occupied orbital energy, the calculation gives -8.0 eV. For the gap between HOMO and LUMO, the calculation gives 8.57 eV. As for the relative energy (zero: lowest compared OMol25 entry of this formula, charge and spin): 43.49 kcal per mole.

[3]
A structure of composition C20H40AuIN3PSi3 at a distorted geometry, computed with wB97M-V/def2-TZVPD.

Structure (XYZ):
```
69
C20H40AuIN3PSi3, DFT wB97M-V/def2-TZVPD
Au 0.494 0.656 0.776
C 0.889 -3.274 0.704
Si -0.863 -2.548 0.491
C -1.541 -2.082 2.207
C -2.078 -3.764 -0.316
C -0.666 -0.954 -0.599
Si 0.420 -1.167 -2.164
C -0.254 -2.630 -3.187
C 0.347 0.390 -3.269
C 2.266 -1.456 -1.790
Si -2.345 -0.092 -0.890
C -3.310 -0.713 -2.403
C -3.512 0.125 0.594
C -1.765 1.730 -1.176
C -2.574 2.586 -1.912
C -2.228 3.925 -1.986
C -1.072 4.362 -1.355
C -0.311 3.439 -0.659
N -0.680 2.169 -0.579
H 0.877 -4.006 1.504
H 1.622 -2.518 0.960
H 1.223 -3.783 -0.191
H -1.243 -2.818 2.946
H -2.624 -2.053 2.216
H -1.178 -1.115 2.540
H -2.128 -4.668 0.286
H -1.785 -4.059 -1.315
H -3.083 -3.357 -0.365
H -1.305 -2.522 -3.427
H -0.108 -3.573 -2.674
H 0.299 -2.677 -4.121
H -0.668 0.611 -3.574
H 0.934 0.208 -4.164
H 0.755 1.262 -2.771
H 2.511 -2.510 -1.820
H 2.558 -1.081 -0.818
H 2.883 -0.966 -2.535
H -3.500 -1.779 -2.339
H -2.787 -0.530 -3.337
H -4.280 -0.226 -2.467
H -3.977 -0.813 0.874
H -4.315 0.817 0.351
H -2.997 0.518 1.465
H -3.455 2.211 -2.405
H -2.859 4.618 -2.522
H -0.767 5.394 -1.400
H 0.599 3.716 -0.148
I 5.535 2.245 -2.960
C 4.544 1.554 -1.255
C 5.024 0.666 -0.310
N 4.034 0.490 0.577
N 2.952 1.218 0.277
C 3.243 1.870 -0.833
H 5.975 0.178 -0.230
H 4.046 -0.096 1.398
H 2.536 2.530 -1.295
C 1.431 -0.428 4.068
P 0.646 0.948 3.154
C -0.900 1.319 4.055
C 1.686 2.381 3.593
H 1.275 -0.294 5.140
H 2.501 -0.423 3.865
H 1.013 -1.385 3.761
H -0.671 1.473 5.111
H -1.619 0.510 3.967
H -1.343 2.227 3.644
H 1.829 2.418 4.674
H 1.194 3.293 3.266
H 2.651 2.303 3.095
```

The largest force on an atom comes out at 2.34 eV/Å. Its LUMO energy is -9.31 eV. For the highest occupied orbital energy, the calculation gives -13.6 eV. For the gap between HOMO and LUMO, the calculation gives 4.32 eV. Its net charge is +2.

[4]
A cluster of 2 separate species, C3H9NO2 in total at a distorted geometry, computed with wB97M-V/def2-TZVPD.

Structure (XYZ):
```
15
C3H9NO2, DFT wB97M-V/def2-TZVPD
C -0.212 0.069 -2.726
C 0.236 0.506 -1.272
O -0.412 0.843 -0.304
O 1.545 0.701 -1.221
H -0.264 0.842 -3.488
H -1.082 -0.636 -2.621
H 0.598 -0.679 -2.764
H 2.194 0.850 -0.561
C -1.101 -1.357 2.668
N -0.023 -0.481 2.359
H -2.014 -0.910 3.052
H -0.718 -2.367 3.080
H -1.533 -1.776 1.671
H 0.366 -0.023 3.166
H -0.105 0.196 1.634
```

The largest force on an atom comes out at 4.20 eV/Å. Its LUMO energy is 0.66 eV. For the highest occupied orbital energy, the calculation gives -8.6 eV. For the gap between HOMO and LUMO, the calculation gives 9.27 eV. As for the relative energy (zero: lowest compared OMol25 entry of this formula, charge and spin): 52.26 kcal per mole.

[5]
A cluster of 13 separate species, H26O13 in total at a distorted geometry, computed with wB97M-V/def2-TZVPD.

Structure (XYZ):
```
39
H26O13, DFT wB97M-V/def2-TZVPD
H 0.203 0.088 -0.716
H -1.032 0.221 0.160
H -2.571 -2.600 -0.510
H -1.707 -2.811 -1.743
H -3.898 0.165 -0.788
H -3.910 0.651 0.652
H 2.859 2.831 0.933
H 2.018 4.083 1.119
H -2.145 3.200 1.498
H -1.816 2.743 0.086
H -1.505 -0.620 -3.385
H -1.151 0.235 -2.179
H 0.180 -0.592 0.960
H 0.044 -1.861 0.136
H -1.582 -3.764 2.855
H -1.581 -2.403 2.178
H 1.898 0.018 3.362
H 1.206 -0.698 4.510
H -0.426 2.164 -0.783
H 0.934 2.468 -0.176
H 3.722 -0.099 -1.110
H 2.499 -0.462 -0.284
H 0.265 0.083 -5.561
H 0.007 -0.687 -4.277
H 3.098 -1.423 2.916
H 2.781 -1.094 1.466
O -0.655 -0.316 -0.546
O -1.672 -2.821 -0.780
O -4.264 0.853 -0.221
O 2.813 3.760 0.681
O -1.990 3.535 0.608
O -0.773 -0.138 -2.984
O 0.678 -1.360 0.661
O -1.451 -3.341 1.998
O 1.883 -0.822 3.836
O 0.424 2.570 -0.987
O 2.985 -0.718 -1.076
O 0.720 -0.353 -4.832
O 2.916 -0.682 2.327
```

The largest force on an atom comes out at 8.38 eV/Å. Its LUMO energy is -1.18 eV. For the highest occupied orbital energy, the calculation gives -9.9 eV. For the gap between HOMO and LUMO, the calculation gives 8.76 eV. As for the relative energy (zero: lowest compared OMol25 entry of this formula, charge and spin): 189.86 kcal per mole.

[6]
A structure of composition C5H9FO at a distorted geometry, computed with wB97M-V/def2-TZVPD.

Structure (XYZ):
```
16
C5H9FO, DFT wB97M-V/def2-TZVPD
C -1.768 -1.154 1.171
C 0.271 0.323 1.136
C 0.504 0.502 -0.169
C 1.685 1.335 -0.491
C -0.037 -0.344 -1.383
H -2.400 -0.322 0.721
H -1.427 -1.858 0.192
H -2.457 -1.952 1.927
H 0.958 0.865 1.685
H 1.532 2.536 -0.676
H 2.464 0.737 -1.147
H 2.239 1.284 0.733
H 0.694 -0.462 -2.263
H -0.710 -1.210 -0.872
O -0.450 -0.709 1.635
F -1.099 0.430 -2.201
```

The largest force on an atom comes out at 4.91 eV/Å. Its LUMO energy is 0.81 eV. For the highest occupied orbital energy, the calculation gives -9.0 eV. For the gap between HOMO and LUMO, the calculation gives 9.77 eV. As for the relative energy (zero: lowest compared OMol25 entry of this formula, charge and spin): 125.22 kcal per mole.

[7]
A structure of composition C28H24N8O3S7V at a distorted geometry, computed with wB97M-V/def2-TZVPD.

Structure (XYZ):
```
71
C28H24N8O3S7V, DFT wB97M-V/def2-TZVPD
V 0.720 0.968 -0.205
N -1.302 2.452 2.471
C -1.910 2.784 1.324
S -1.284 2.361 -0.217
N -3.082 3.402 1.394
C -3.836 3.945 0.295
C -3.268 4.904 -0.529
C -4.031 5.432 -1.558
C -5.343 5.018 -1.742
C -5.904 4.073 -0.897
C -5.147 3.526 0.129
H -0.312 2.260 2.435
H -1.625 2.867 3.333
H -3.493 3.518 2.310
H -2.253 5.236 -0.363
H -3.606 6.183 -2.209
H -5.932 5.443 -2.543
H -6.930 3.759 -1.033
H -5.570 2.785 0.795
O 1.045 4.632 0.530
S 1.856 3.474 0.650
O 1.454 2.442 1.614
N 1.966 2.454 -0.694
C 3.221 2.282 -1.056
S 3.655 0.854 -1.854
C 4.159 3.240 -0.452
C 5.487 3.487 -0.761
C 6.162 4.440 -0.006
C 5.531 5.118 1.031
C 4.200 4.869 1.354
C 3.551 3.914 0.602
H 5.981 2.972 -1.574
H 7.196 4.659 -0.233
H 6.083 5.856 1.598
H 3.705 5.399 2.156
S 4.224 -5.848 0.725
C 3.319 -4.790 -0.106
S 3.954 -3.367 -0.934
C 2.348 -2.906 -1.350
N 1.421 -3.712 -0.960
N 1.958 -4.770 -0.303
C 1.055 -5.750 0.219
C 0.011 -5.332 1.028
C -0.880 -6.269 1.526
C -0.715 -7.614 1.222
C 0.338 -8.019 0.415
C 1.229 -7.087 -0.095
S 1.900 -1.510 -2.315
H -0.088 -4.280 1.261
H -1.698 -5.959 2.163
H -1.404 -8.346 1.618
H 0.467 -9.065 0.177
H 2.051 -7.393 -0.727
C -2.171 -1.542 -3.035
N -1.849 -1.605 -1.602
C -2.359 -2.588 -0.804
C -2.024 -2.696 0.498
C -1.101 -1.747 1.028
N -0.649 -0.764 0.249
C -0.980 -0.729 -1.054
O -0.408 0.178 -1.724
N -0.679 -1.812 2.287
H -3.227 -1.765 -3.160
H -1.562 -2.263 -3.577
H -1.961 -0.539 -3.391
H -3.036 -3.276 -1.291
H -2.433 -3.489 1.105
H -0.965 -2.565 2.890
H 0.065 -1.213 2.604
S 2.404 -0.393 0.512
C 2.304 -0.183 -1.192
```

The largest force on an atom comes out at 1.41 eV/Å. Its LUMO energy (spin up / spin down) is -7.04 / -6.76 eV. For the highest occupied orbital energy (spin up / spin down), the calculation gives -12.3 / -12.3 eV. For the gap between HOMO and LUMO (spin up / spin down), the calculation gives 5.28 / 5.56 eV. Its net charge is +2. The multiplicity is 2. As for the expectation value of S²: 0.936.

[8]
A structure of composition C53H37Cl2F8N2O6PS2V at a distorted geometry, computed with wB97M-V/def2-TZVPD.

Structure (XYZ):
```
112
C53H37Cl2F8N2O6PS2V, DFT wB97M-V/def2-TZVPD
V 0.754 0.652 -0.473
Cl -2.762 0.765 -3.540
C -1.566 -0.400 -4.129
Cl -0.268 -0.746 -2.957
H -1.115 0.020 -5.021
H -2.084 -1.331 -4.338
O -3.467 2.317 -0.497
S -2.688 2.027 0.700
O -2.600 3.151 1.608
O -1.388 1.359 0.462
C -3.755 0.803 1.498
C -4.624 1.236 2.486
C -5.569 0.369 3.010
C -5.650 -0.930 2.530
C -4.782 -1.367 1.545
C -3.816 -0.512 1.006
P -2.579 -1.073 -0.237
C -3.566 -2.278 -1.223
C -2.919 -3.380 -1.792
C -3.589 -4.214 -2.675
C -4.896 -3.931 -3.050
C -5.530 -2.805 -2.541
C -4.870 -1.990 -1.634
C -1.685 -2.255 0.926
C -2.437 -3.467 1.361
C -2.491 -3.848 2.641
C -1.816 -3.112 3.690
C -1.123 -2.000 3.424
C -0.966 -1.478 2.045
H -4.547 2.260 2.827
H -6.251 0.705 3.782
H -6.399 -1.608 2.925
H -4.853 -2.380 1.177
H -1.885 -3.577 -1.531
H -3.095 -5.095 -3.069
H -5.415 -4.574 -3.751
H -6.540 -2.563 -2.852
H -5.364 -1.113 -1.233
H -2.920 -4.057 0.593
H -3.059 -4.730 2.918
H -1.896 -3.475 4.709
H -0.628 -1.451 4.216
H -1.103 -0.397 2.004
F 2.985 2.529 -1.836
C 3.270 1.222 -2.043
C 2.430 0.239 -1.516
C 2.861 -1.048 -1.844
F 2.121 -2.121 -1.456
C 3.991 -1.347 -2.583
F 4.344 -2.628 -2.844
C 4.768 -0.323 -3.087
F 5.853 -0.586 -3.847
C 4.388 0.978 -2.819
F 5.114 1.997 -3.344
O -0.426 -2.563 0.261
C 0.357 -1.863 1.270
N 1.239 -2.788 1.935
C 2.410 -2.070 2.376
C 2.351 -0.824 1.429
O 3.318 -0.094 1.292
N 1.159 -0.761 0.813
C 3.719 -2.759 2.054
C 4.904 -2.192 2.527
C 6.129 -2.717 2.151
C 6.186 -3.808 1.292
C 5.011 -4.364 0.810
C 3.782 -3.837 1.182
C 2.299 -1.689 3.844
C 1.736 -0.480 4.242
C 1.589 -0.186 5.591
C 1.994 -1.093 6.559
C 2.546 -2.306 6.169
C 2.694 -2.601 4.823
H 0.767 -3.297 2.672
H 4.853 -1.315 3.156
H 7.045 -2.265 2.511
H 7.144 -4.206 0.980
H 5.055 -5.201 0.123
H 2.855 -4.224 0.779
H 1.414 0.233 3.492
H 1.152 0.762 5.884
H 1.876 -0.861 7.611
H 2.866 -3.025 6.915
H 3.117 -3.550 4.514
F 1.021 1.791 2.137
C 1.371 2.066 0.800
F 2.674 2.494 0.900
F 0.691 3.289 0.584
O 0.268 2.086 -1.973
S -0.686 3.218 -1.802
C -1.005 3.683 -3.530
C -1.913 4.689 -3.824
C -2.077 5.104 -5.135
C -1.341 4.505 -6.151
C -0.448 3.485 -5.851
C -0.278 3.072 -4.538
C 0.297 4.744 -1.629
C -0.136 5.626 -0.649
C 0.589 6.781 -0.396
C 1.734 7.053 -1.131
C 2.149 6.173 -2.124
C 1.436 5.012 -2.370
H -2.485 5.136 -3.019
H -2.776 5.898 -5.367
H -1.468 4.832 -7.176
H 0.123 3.013 -6.641
H 0.413 2.279 -4.270
H -1.016 5.370 -0.069
H 0.272 7.460 0.386
H 2.318 7.940 -0.918
H 3.038 6.396 -2.701
H 1.770 4.309 -3.121
```

The largest force on an atom comes out at 3.15 eV/Å. Its LUMO energy (spin up / spin down) is 3.97 / 3.97 eV. For the highest occupied orbital energy (spin up / spin down), the calculation gives -0.7 / -3.2 eV. For the gap between HOMO and LUMO (spin up / spin down), the calculation gives 4.65 / 7.21 eV. Its net charge is -2. The multiplicity is 4. As for the expectation value of S²: 3.763. As for the relative energy (zero: lowest compared OMol25 entry of this formula, charge and spin): 90.66 kcal per mole.

What is the largest force on an atom in the eighth record?
3.15 eV/Å